15
Properties=species:S:1:pos:R:3:forces:R:3 method="wB97M-V/def2-TZVPD" lumo_energy_ev="-0.102 / -0.100" spin_multiplicity=1
P -0.297 -0.031 0.316 -1.73 1.21 0.10
N 1.142 -0.551 0.322 0.04 0.15 -0.17
C -0.866 1.500 -0.831 3.11 -0.99 0.44
C 2.584 -0.301 0.310 -1.09 -2.51 -1.01
C -1.567 -1.354 -0.011 -0.34 1.43 0.92
H -2.528 -0.649 -0.046 1.74 -2.01 0.31
H -1.380 -1.829 -1.005 -0.19 0.14 0.99
H -0.030 2.264 -0.774 -0.77 -1.07 -0.31
H -1.020 1.139 -1.852 0.33 -0.03 0.06
H -1.722 2.022 -0.542 -1.57 0.35 0.99
H 3.071 -1.086 0.979 -0.32 1.04 -1.28
H -1.472 -2.038 0.927 -0.64 1.04 -1.99
H 2.924 -0.284 -0.767 -0.09 -0.72 1.09
H 2.844 0.644 0.622 0.45 2.26 1.23
H -1.682 0.553 2.352 1.08 -0.29 -1.37

16
Properties=species:S:1:pos:R:3:forces:R:3 method="wB97M-V/def2-TZVPD" lumo_energy_ev=-0.069 spin_multiplicity=1
P -2.593 0.572 -0.020 2.28 -0.35 0.27
Si 0.120 0.122 0.134 -0.48 1.70 -0.70
N -2.831 -0.973 0.011 -2.63 -1.65 -1.05
C 0.396 -1.669 -0.289 -2.33 0.17 2.58
C 1.074 0.744 1.702 -1.25 0.53 -1.12
C 0.615 1.283 -1.409 -0.24 -0.52 2.02
H 1.760 1.483 1.320 0.16 0.56 -0.14
H -3.838 -1.340 -0.274 2.36 1.25 0.94
H 0.150 0.797 -2.244 -0.53 0.21 -0.66
H 0.240 2.283 -1.170 -0.42 -0.17 -0.40
H 0.361 1.235 2.357 -0.10 0.29 0.07
H 1.664 0.140 2.334 0.47 -1.37 0.42
H 1.652 1.449 -1.656 0.57 -0.39 0.18
H 0.093 -2.270 0.607 0.06 0.48 -0.48
H 1.413 -1.851 -0.358 2.07 -0.44 -0.90
H -0.274 -2.003 -1.045 0.01 -0.28 -1.02

15
Properties=species:S:1:pos:R:3:forces:R:3 method="wB97M-V/def2-TZVPD" lumo_energy_ev="1.015 / -2.097" s2=0.7530 spin_multiplicity=2
S -1.511 -1.346 -0.027 -0.17 0.11 -0.27
N 1.201 0.212 0.888 -0.83 0.73 -0.34
C 1.034 2.255 -0.431 0.37 0.27 0.61
C -0.311 -1.680 -1.296 0.00 0.04 -1.18
C 0.839 1.652 0.954 0.04 -0.36 0.25
H 0.223 1.966 -1.101 0.05 0.08 0.02
H 1.494 -0.133 1.787 -0.21 -0.18 0.24
H 0.330 -0.243 0.599 0.66 -0.26 0.36
H -0.809 -1.923 -2.252 -0.39 -0.44 0.52
H -0.200 1.834 1.269 0.07 -0.29 0.00
H 0.303 -2.522 -1.007 0.21 -0.09 -0.11
H 1.437 2.110 1.750 0.22 0.15 -0.48
H 0.290 -0.845 -1.670 0.11 0.18 0.85
H 1.100 3.344 -0.345 -0.16 -0.06 -0.29
H 1.976 1.871 -0.817 0.03 0.11 -0.20

Quick rundown of molecular weight, same order as above: 91.094 119.180 92.187 g mol⁻¹
Quick rundown of energy relative to the best compared isomer or geometry (same formula, charge and spin), same order as above: 112.9 26.7 8.3 kcal per mole